1.
Here is one molecule with the formula C3H7NO2S from the OMol25 dataset. Energies are from the ωB97M-V functional and the def2-TZVPD basis.

Results
Energy relative to the best compared isomer or geometry (same formula, charge and spin): 0.001 eV
Lowest unoccupied orbital energy: 0.715 eV
SMILES string: O=C(O)NCCS

Cartesian coordinates (Å):
O  -1.15924  -1.31126  1.15538
C  -1.48754  -0.95046  0.04900
O  -2.49058  -1.55938  -0.63936
N  -0.94217  0.02778  -0.69200
C  0.08618  0.90629  -0.16830
C  1.37093  0.17613  0.21125
S  2.41143  1.36593  1.11639
H  -2.87904  -2.16390  0.01000
H  -1.42872  0.16779  -1.56488
H  0.25271  1.68752  -0.90233
H  -0.32796  1.41153  0.71673
H  1.10731  -0.66991  0.83577
H  1.90287  -0.14120  -0.68373
H  3.58382  1.05315  0.55609

=====

2.
Here is a 9-piece molecular cluster, C37H45N9O3 overall at a distorted geometry from the OMol25 dataset. Energies are from the ωB97M-V functional and the def2-TZVPD basis.

Results
Lowest unoccupied orbital energy: -0.240 eV
SMILES string: N#CO[C@H]1COC(=O)C1.c1cc[nH]c1.c1cc[nH]c1.c1cc[nH]c1.c1cc[nH]c1.c1cc[nH]c1.c1cc[nH]c1.c1cc[nH]c1.c1cc[nH]c1

Cartesian coordinates (Å):
N  5.52164  -2.64650  0.12364
C  4.59526  -3.21661  -0.23811
O  3.38663  -3.65568  -0.44616
C  2.60027  -2.77422  -1.27457
C  1.14058  -2.98261  -0.67941
O  0.49815  -1.71138  -0.55405
C  1.48702  -0.81387  -0.27085
O  1.42384  0.13804  0.41836
C  2.71375  -1.27088  -1.08174
H  2.49879  -3.13659  -2.29614
H  1.33254  -3.26122  0.36287
H  0.53106  -3.69895  -1.21917
H  2.68351  -0.79389  -2.06589
H  3.60307  -0.85572  -0.60120
C  1.24424  3.94886  -0.79912
C  1.08565  5.33072  -0.50720
C  0.88277  5.44239  0.84142
N  0.90919  4.17934  1.37429
C  1.13327  3.26339  0.38162
H  1.41969  3.50912  -1.76702
H  1.11602  6.14815  -1.20871
H  0.72072  6.30557  1.46516
H  0.78400  3.95820  2.34278
H  1.19235  2.20868  0.60088
C  -1.84536  1.51504  5.26765
C  -1.94208  2.32463  6.43110
C  -1.27107  3.48948  6.17643
N  -0.76902  3.41398  4.90285
C  -1.11931  2.21368  4.34184
H  -2.26311  0.53212  5.12708
H  -2.44767  2.07907  7.34998
H  -1.10848  4.36098  6.78852
H  -0.22938  4.12766  4.45214
H  -0.82230  1.96203  3.33691
C  -2.73984  6.83526  -1.60917
C  -2.55648  5.58702  -0.95556
C  -3.69114  4.84920  -1.15950
N  -4.55577  5.60509  -1.91115
C  -3.97866  6.81570  -2.19088
H  -2.03965  7.65317  -1.64891
H  -1.68888  5.26946  -0.40063
H  -3.95930  3.85708  -0.83730
H  -5.47057  5.31632  -2.20755
H  -4.49912  7.55428  -2.77615
C  -1.17886  -7.22614  0.64853
C  -0.61997  -6.75117  1.86472
C  -0.72952  -5.38612  1.85938
N  -1.32989  -5.01752  0.68593
C  -1.61080  -6.13354  -0.05656
H  -1.25694  -8.25249  0.32946
H  -0.18860  -7.34448  2.65362
H  -0.43379  -4.64810  2.58603
H  -1.53455  -4.07348  0.41270
H  -2.09188  -6.05418  -1.01742
C  -1.08762  8.03645  8.81496
C  0.25286  7.94889  9.27773
C  0.95329  7.20831  8.36423
N  0.08724  6.84250  7.36892
C  -1.15823  7.34680  7.63477
H  -1.90557  8.54826  9.29399
H  0.65590  8.38087  10.17852
H  1.98758  6.91034  8.33604
H  0.32871  6.29046  6.56822
H  -1.98248  7.17077  6.96402
C  7.11761  -6.64044  -3.80701
C  7.42716  -7.30648  -2.59116
C  6.46064  -6.96866  -1.68242
N  5.58088  -6.12240  -2.30082
C  5.97266  -5.92011  -3.59724
H  7.67219  -6.68598  -4.72949
H  8.26400  -7.95894  -2.40574
H  6.32342  -7.25504  -0.65362
H  4.77297  -5.71317  -1.86994
H  5.40545  -5.28312  -4.25484
C  -1.48077  -10.79236  -3.58981
C  -1.49615  -9.97151  -2.43061
C  -0.78916  -8.83598  -2.72474
N  -0.34517  -8.94122  -4.01527
C  -0.76527  -10.12878  -4.55021
H  -1.94266  -11.75876  -3.70481
H  -1.97259  -10.19044  -1.48912
H  -0.56437  -7.96659  -2.12947
H  0.20472  -8.25400  -4.49556
H  -0.51896  -10.39782  -5.56327
C  -3.59750  4.54430  -7.22575
C  -3.76400  5.92596  -6.94418
C  -3.97249  6.04519  -5.59521
N  -3.94268  4.79010  -5.05217
C  -3.71071  3.87076  -6.03818
H  -3.41458  4.09679  -8.18869
H  -3.73273  6.73904  -7.65046
H  -4.13834  6.90954  -4.97825
H  -4.07038  4.57796  -4.07848
H  -3.64692  2.82013  -5.81065

=====

3.
Here is a 11-piece molecular cluster, C28H85N7O11 overall at a distorted geometry from the OMol25 dataset. Energies are from the ωB97M-V functional and the def2-TZVPD basis.

Results
Energy relative to the best compared isomer or geometry (same formula, charge and spin): 4.389 eV
Lowest unoccupied orbital energy: 0.032 eV
SMILES string: COC[C@H](C)N.COC[C@H](C)N.COC[C@H](C)N.COC[C@H](C)N.COC[C@H](C)N.COC[C@H](C)N.COC[C@H](C)N.O.O.O.O

Cartesian coordinates (Å):
C  1.41001  3.99160  8.62388
O  0.73860  4.70394  7.57177
C  0.85057  4.00370  6.34157
C  0.31024  4.95773  5.21552
C  -1.08866  5.45389  5.53981
N  0.24731  4.27596  3.90215
H  1.31257  4.65366  9.48429
H  2.49083  3.93393  8.49500
H  0.97081  3.04186  8.92919
H  1.89299  3.89580  6.04187
H  0.37151  3.02491  6.31758
H  0.95495  5.83262  5.13174
H  -0.94521  6.11243  6.39645
H  -1.74934  4.65436  5.87502
H  -1.60773  5.94728  4.71807
H  -0.45621  3.55621  3.81781
H  -0.05991  4.93011  3.19660
C  0.16157  6.14706  -8.58308
O  -0.19976  6.08572  -7.20695
C  0.16225  4.79383  -6.69119
C  0.03997  4.79394  -5.14738
C  0.49360  3.38932  -4.55128
N  -1.35300  5.00486  -4.77900
H  -0.13309  5.23378  -9.09999
H  1.21510  6.36184  -8.76212
H  -0.33049  6.99443  -9.06049
H  -0.33745  3.92036  -7.11005
H  1.20793  4.64963  -6.96294
H  0.62059  5.67478  -4.87336
H  0.64520  3.36474  -3.47215
H  1.43147  2.99732  -4.94475
H  -0.29473  2.72336  -4.90216
H  -1.83534  4.14811  -5.01011
H  -1.70983  5.60288  -5.51056
C  10.05091  -1.70403  0.26467
O  9.87404  -0.28889  0.06640
C  8.60470  -0.04348  -0.44737
C  8.52341  1.49459  -0.55697
C  8.89112  2.24044  0.69467
N  7.20998  1.86416  -1.04431
H  11.11717  -1.90150  0.15424
H  9.63487  -2.35382  -0.50526
H  9.71186  -1.99970  1.25750
H  8.46737  -0.52318  -1.41646
H  7.82022  -0.37898  0.23095
H  9.19954  1.82476  -1.34561
H  9.79226  1.84436  1.16281
H  8.06384  2.28505  1.40299
H  9.10013  3.29139  0.49486
H  6.51792  1.53964  -0.38413
H  7.12101  2.87005  -1.02506
C  -9.03094  -3.07382  -1.21386
O  -7.91588  -3.52437  -0.63344
C  -7.41966  -4.82624  -0.86478
C  -6.40975  -5.24266  0.25183
C  -5.05158  -4.61391  0.10937
N  -6.17998  -6.65865  0.23323
H  -8.91056  -2.87954  -2.27963
H  -9.23582  -2.07084  -0.83948
H  -9.87286  -3.76610  -1.21072
H  -8.22410  -5.53662  -0.67411
H  -6.95177  -5.04463  -1.82472
H  -6.90120  -4.97307  1.18665
H  -4.59441  -4.81648  -0.85916
H  -4.42229  -4.98178  0.91979
H  -5.09181  -3.52576  0.15847
H  -5.78296  -7.01694  1.09002
H  -5.47099  -6.91065  -0.44051
C  4.66609  -4.18446  -3.04381
O  4.13061  -4.37611  -4.33738
C  4.34328  -3.27603  -5.19691
C  3.59523  -3.38614  -6.55602
C  3.91681  -2.17561  -7.46872
N  2.13374  -3.29259  -6.36408
H  4.29525  -3.31358  -2.50330
H  5.74714  -4.06953  -3.12260
H  4.45604  -5.14734  -2.57815
H  3.98085  -2.35597  -4.73840
H  5.40520  -3.13130  -5.39560
H  3.89036  -4.31682  -7.04063
H  4.97818  -1.96350  -7.59757
H  3.53835  -1.21394  -7.12223
H  3.51228  -2.37948  -8.46013
H  1.90213  -3.97890  -5.66021
H  1.95639  -2.44058  -5.85150
C  -4.52038  0.23163  -4.78042
O  -4.69400  1.28663  -3.86515
C  -5.41906  0.87540  -2.72126
C  -5.29289  1.66187  -1.39800
C  -6.04637  2.99255  -1.49863
N  -3.94051  1.88755  -0.99473
H  -3.82959  0.60753  -5.53515
H  -5.44707  0.00365  -5.30709
H  -4.14089  -0.67994  -4.31877
H  -6.48695  0.93535  -2.93131
H  -5.29359  -0.18671  -2.51081
H  -5.62958  1.08775  -0.53480
H  -6.08263  3.30610  -0.45533
H  -7.02052  2.95538  -1.98622
H  -5.43081  3.75147  -1.98156
H  -3.52396  2.44098  -1.72978
H  -3.36869  1.07016  -1.15281
C  -2.77534  -0.71373  10.65543
O  -3.42813  -1.38456  9.61797
C  -3.10721  -1.13756  8.27261
C  -1.71437  -1.70023  7.97484
C  -1.34807  -1.71088  6.43603
N  -1.61253  -3.09171  8.41142
H  -2.81653  0.36979  10.54418
H  -1.72446  -0.99184  10.73544
H  -3.23994  -0.94464  11.61404
H  -3.90435  -1.44861  7.59740
H  -3.07830  -0.05365  8.16128
H  -1.00046  -1.11828  8.55774
H  -1.51092  -0.69098  6.08762
H  -2.02186  -2.35870  5.87529
H  -0.32189  -1.96383  6.16943
H  -2.08239  -3.19618  9.29935
H  -2.26861  -3.61354  7.84809
O  0.67313  -4.66245  -2.38454
H  0.49088  -3.74211  -2.19481
H  1.57779  -4.66844  -2.69727
O  1.53150  -6.88105  1.10181
H  1.88246  -7.72786  0.82617
H  1.25569  -6.45920  0.28806
O  0.68534  -1.16873  -0.07821
H  1.15545  -0.40386  0.25380
H  0.48775  -1.68642  0.70229
O  3.48302  1.32480  1.65744
H  2.89404  2.04795  1.87280
H  3.89646  1.09596  2.48987

=====

4.
Here is an isolated ion of composition C8H14NS and charge +1 at a distorted geometry from the OMol25 dataset. Energies are from the ωB97M-V functional and the def2-TZVPD basis.

Results
Energy relative to the best compared isomer or geometry (same formula, charge and spin): 2.591 eV
Lowest unoccupied orbital energy: -3.520 eV
SMILES string: C[NH2+][C@H]1C=CC(C)=C[C@@H]1S
Total charge: +1

Cartesian coordinates (Å):
C  -1.75730  -1.83001  -1.73776
N  -1.87124  -0.90620  -0.66417
C  -0.54467  -0.91304  0.10763
C  0.65975  -0.68505  -0.68681
C  1.22015  0.52613  -0.81265
C  1.06297  1.39295  0.31695
C  1.86158  2.63592  0.23372
C  0.29974  1.09327  1.33748
C  -0.50756  -0.15432  1.44951
S  0.42291  -1.30744  2.47591
H  -2.63991  -2.26135  -2.01668
H  -1.17290  -1.39659  -2.52378
H  -1.16760  -2.64575  -1.34860
H  -2.60320  -1.26837  -0.13799
H  -1.97827  0.14017  -0.90430
H  -0.38999  -2.04693  0.40681
H  0.92695  -1.51814  -1.52031
H  1.92391  0.76732  -1.63481
H  1.56284  3.40369  1.02072
H  1.91211  3.06562  -0.75418
H  2.92464  2.52980  0.32416
H  0.19827  1.70683  2.25970
H  -1.51363  0.06906  1.76417
H  1.17045  -0.39758  3.04528

=====

Among the records above, which one has the highest lowest unoccupied orbital energy? C3H7NO2S

=====

What is the lowest unoccupied orbital energy in the second record? -0.240 eV

=====

What did the fourth record say?
Here is an isolated ion of composition C8H14NS and charge +1 at a distorted geometry from the OMol25 dataset. Energies are from the ωB97M-V functional and the def2-TZVPD basis.

Results
Energy relative to the best compared isomer or geometry (same formula, charge and spin): 2.591 eV
Lowest unoccupied orbital energy: -3.520 eV
SMILES string: C[NH2+][C@H]1C=CC(C)=C[C@@H]1S
Total charge: +1

Cartesian coordinates (Å):
C  -1.75730  -1.83001  -1.73776
N  -1.87124  -0.90620  -0.66417
C  -0.54467  -0.91304  0.10763
C  0.65975  -0.68505  -0.68681
C  1.22015  0.52613  -0.81265
C  1.06297  1.39295  0.31695
C  1.86158  2.63592  0.23372
C  0.29974  1.09327  1.33748
C  -0.50756  -0.15432  1.44951
S  0.42291  -1.30744  2.47591
H  -2.63991  -2.26135  -2.01668
H  -1.17290  -1.39659  -2.52378
H  -1.16760  -2.64575  -1.34860
H  -2.60320  -1.26837  -0.13799
H  -1.97827  0.14017  -0.90430
H  -0.38999  -2.04693  0.40681
H  0.92695  -1.51814  -1.52031
H  1.92391  0.76732  -1.63481
H  1.56284  3.40369  1.02072
H  1.91211  3.06562  -0.75418
H  2.92464  2.52980  0.32416
H  0.19827  1.70683  2.25970
H  -1.51363  0.06906  1.76417
H  1.17045  -0.39758  3.04528